14
Properties=species:S:1:pos:R:3 method="wB97M-V/def2-TZVPD" molar_mass_da=277.85 total_energy_ev=-83368.80319 spin_multiplicity=3 total_charge=+2 relative_energy_kcal_mol=6.8 s2=2.012
Ag -0.02035 -1.41056 2.86215
Br 0.78755 -3.72409 1.57110
C -0.21049 2.69036 0.42632
O -0.13626 1.63881 -0.55545
C 0.02077 0.38662 -0.21481
O 0.11954 -0.07113 0.94787
O -0.14667 -0.32729 -1.35648
C -0.00452 -1.72418 -1.37924
H 0.46327 2.47796 1.25641
H -1.25222 2.83098 0.71465
H 0.20945 3.60355 0.00461
H -0.55381 -2.24496 -0.59491
H 1.05567 -1.97619 -1.35445
H -0.33193 -2.14987 -2.32776